Computed, not measured: a 17-piece molecular cluster, C74H108Br2N8O8 overall at a distorted geometry, with ωB97M-V/def2-TZVPD.

Last column: Löwdin charge in e.
Cartesian coordinates (Å):
Br (-0.61, -3.97, 6.85)  0.583
C (-0.05, -2.99, 5.21)  -0.669
C (-1.16, -2.71, 4.20)  -0.589
Br (-0.40, -1.81, 2.60)  0.735
H (0.77, -3.64, 4.90)  0.032
H (0.52, -2.08, 5.42)  0.020
H (-1.97, -2.12, 4.61)  0.055
H (-1.55, -3.67, 3.86)  0.044
N (2.10, 2.20, -6.51)  0.073
C (2.28, 0.83, -6.76)  -0.103
C (1.71, -0.17, -5.93)  -0.079
C (0.77, 0.23, -4.96)  -0.073
C (0.56, 1.57, -4.73)  -0.106
C (1.17, 2.50, -5.52)  -0.128
H (2.93, 0.60, -7.60)  0.096
H (1.85, -1.21, -6.18)  0.089
H (0.23, -0.55, -4.45)  0.095
H (-0.19, 1.97, -4.05)  0.080
H (1.10, 3.58, -5.45)  0.080
N (5.10, -2.81, -5.85)  0.067
C (4.29, -2.18, -5.01)  -0.169
C (3.76, -2.85, -3.89)  -0.033
C (4.15, -4.19, -3.66)  -0.070
C (4.90, -4.87, -4.58)  -0.102
C (5.35, -4.13, -5.62)  -0.157
H (4.18, -1.12, -5.22)  0.076
H (3.16, -2.29, -3.19)  0.091
H (3.78, -4.85, -2.89)  0.092
H (5.19, -5.91, -4.50)  0.107
H (5.92, -4.75, -6.30)  0.098
N (-3.21, 2.65, 3.12)  0.081
C (-3.98, 2.16, 4.11)  -0.137
C (-3.62, 2.22, 5.45)  -0.068
C (-2.42, 2.85, 5.78)  -0.092
C (-1.67, 3.47, 4.79)  -0.067
C (-2.11, 3.33, 3.49)  -0.149
H (-4.86, 1.62, 3.79)  0.084
H (-4.15, 1.76, 6.26)  0.104
H (-2.19, 2.97, 6.83)  0.108
H (-0.80, 4.05, 5.07)  0.094
H (-1.61, 3.88, 2.71)  0.083
N (-4.49, -1.59, 3.13)  0.069
C (-3.97, -1.00, 2.03)  -0.156
C (-4.69, -0.06, 1.28)  -0.088
C (-6.02, 0.23, 1.51)  -0.051
C (-6.57, -0.44, 2.63)  -0.071
C (-5.77, -1.30, 3.39)  -0.167
H (-2.91, -1.00, 1.79)  0.030
H (-4.14, 0.41, 0.47)  0.088
H (-6.62, 0.90, 0.91)  0.108
H (-7.62, -0.27, 2.85)  0.097
H (-6.27, -1.70, 4.26)  0.098
N (0.49, -0.10, 7.67)  0.066
C (1.85, -0.39, 7.69)  -0.123
C (2.75, -0.11, 6.66)  -0.066
C (2.22, 0.45, 5.48)  -0.084
C (0.83, 0.70, 5.39)  -0.055
C (0.02, 0.40, 6.55)  -0.167
H (2.21, -0.76, 8.64)  0.097
H (3.79, -0.33, 6.85)  0.100
H (2.92, 0.84, 4.75)  0.079
H (0.44, 1.09, 4.46)  0.081
H (-1.04, 0.57, 6.41)  0.086
N (0.34, -7.35, -2.82)  0.063
C (0.35, -8.13, -3.93)  -0.131
C (-0.22, -7.74, -5.11)  -0.105
C (-0.92, -6.58, -5.17)  -0.070
C (-1.08, -5.82, -4.00)  -0.043
C (-0.40, -6.24, -2.86)  -0.154
H (0.85, -9.09, -3.89)  0.103
H (-0.22, -8.41, -5.95)  0.106
H (-1.37, -6.25, -6.10)  0.106
H (-1.60, -4.87, -3.93)  0.073
H (-0.54, -5.75, -1.91)  0.078
N (-1.58, -5.74, 0.70)  0.066
C (-1.98, -7.01, 0.57)  -0.147
C (-3.29, -7.35, 0.99)  -0.038
C (-4.19, -6.34, 1.53)  -0.043
C (-3.75, -5.03, 1.60)  -0.093
C (-2.45, -4.81, 1.25)  -0.153
H (-1.26, -7.69, 0.14)  0.098
H (-3.54, -8.40, 0.90)  0.088
H (-5.19, -6.54, 1.87)  0.098
H (-4.32, -4.21, 2.02)  0.091
H (-2.09, -3.79, 1.30)  0.054
N (-3.08, 4.66, -3.59)  0.074
C (-2.79, 3.50, -4.20)  -0.163
C (-3.14, 2.28, -3.66)  -0.068
C (-3.73, 2.23, -2.37)  -0.042
C (-4.01, 3.45, -1.78)  -0.082
C (-3.71, 4.62, -2.41)  -0.156
H (-2.19, 3.60, -5.09)  0.101
H (-2.83, 1.44, -4.26)  0.088
H (-4.03, 1.30, -1.92)  0.081
H (-4.44, 3.44, -0.78)  0.104
H (-3.96, 5.60, -2.03)  0.100
C (-3.17, -3.24, -2.05)  -0.191
C (-3.25, -2.67, -3.45)  -0.151
C (-3.91, -1.30, -3.11)  -0.206
O (-4.42, -1.32, -1.77)  -0.162
C (-4.37, -2.71, -1.32)  -0.154
H (-2.23, -2.99, -1.55)  0.104
H (-3.12, -4.32, -2.09)  0.105
H (-3.86, -3.30, -4.09)  0.111
H (-2.30, -2.54, -3.97)  0.101
H (-4.61, -0.92, -3.84)  0.123
H (-3.03, -0.64, -3.11)  0.076
H (-5.30, -3.23, -1.53)  0.126
H (-4.27, -2.58, -0.24)  0.094
C (2.06, -4.86, 0.44)  -0.181
C (2.15, -6.25, -0.04)  -0.165
C (2.25, -7.11, 1.23)  -0.226
O (2.51, -6.28, 2.31)  -0.126
C (1.90, -5.01, 1.95)  -0.178
H (1.16, -4.38, 0.04)  0.094
H (2.91, -4.20, 0.28)  0.109
H (3.06, -6.31, -0.64)  0.106
H (1.26, -6.51, -0.62)  0.071
H (2.94, -7.95, 1.21)  0.121
H (1.28, -7.53, 1.47)  0.107
H (2.37, -4.17, 2.46)  0.082
H (0.89, -4.99, 2.37)  0.098
C (2.72, 5.21, 3.83)  -0.151
C (2.78, 3.68, 3.67)  -0.164
C (1.91, 3.52, 2.48)  -0.243
O (0.91, 4.49, 2.62)  -0.178
C (1.27, 5.64, 3.46)  -0.141
H (3.53, 5.65, 3.25)  0.111
H (2.91, 5.61, 4.82)  0.106
H (2.53, 3.17, 4.60)  0.101
H (3.79, 3.35, 3.43)  0.117
H (1.51, 2.51, 2.49)  0.106
H (2.37, 3.67, 1.51)  0.124
H (0.59, 5.65, 4.31)  0.098
H (1.25, 6.63, 3.01)  0.112
C (0.05, 6.62, -2.90)  -0.166
C (-0.44, 6.36, -1.46)  -0.131
C (-0.20, 4.84, -1.25)  -0.162
O (0.66, 4.49, -2.37)  -0.156
C (0.37, 5.30, -3.51)  -0.217
H (0.94, 7.26, -2.86)  0.107
H (-0.63, 7.25, -3.47)  0.114
H (-1.53, 6.44, -1.49)  0.087
H (0.02, 7.05, -0.76)  0.106
H (-1.09, 4.21, -1.23)  0.088
H (0.28, 4.60, -0.30)  0.104
H (-0.45, 4.87, -4.09)  0.085
H (1.20, 5.30, -4.22)  0.113
C (4.89, 1.55, -2.08)  -0.175
C (6.22, 1.51, -2.79)  -0.182
C (5.82, 1.16, -4.21)  -0.177
O (4.64, 1.97, -4.40)  -0.153
C (3.92, 2.02, -3.15)  -0.188
H (4.95, 2.31, -1.29)  0.111
H (4.64, 0.54, -1.75)  0.108
H (6.85, 0.76, -2.32)  0.109
H (6.84, 2.40, -2.70)  0.113
H (5.58, 0.10, -4.29)  0.091
H (6.53, 1.44, -4.99)  0.125
H (3.12, 1.29, -3.28)  0.098
H (3.50, 3.00, -2.94)  0.120
C (3.16, -0.53, 2.05)  -0.184
C (3.73, -1.70, 2.81)  -0.165
C (4.93, -1.01, 3.48)  -0.221
O (5.27, 0.17, 2.82)  -0.119
C (4.43, 0.25, 1.63)  -0.160
H (2.56, 0.14, 2.66)  0.080
H (2.57, -0.81, 1.17)  0.098
H (4.13, -2.39, 2.06)  0.107
H (3.08, -2.31, 3.44)  0.097
H (5.74, -1.74, 3.52)  0.123
H (4.55, -0.74, 4.47)  0.089
H (4.94, -0.20, 0.78)  0.112
H (4.17, 1.25, 1.31)  0.105
C (-2.22, 6.61, 1.97)  -0.207
C (-2.29, 8.07, 1.54)  -0.138
C (-3.67, 8.12, 0.88)  -0.198
O (-3.73, 6.87, 0.18)  -0.164
C (-3.13, 5.86, 1.08)  -0.184
H (-2.41, 6.37, 3.01)  0.108
H (-1.15, 6.39, 1.97)  0.089
H (-1.56, 8.21, 0.74)  0.101
H (-2.19, 8.79, 2.35)  0.114
H (-3.74, 8.91, 0.14)  0.118
H (-4.57, 8.18, 1.49)  0.119
H (-2.46, 5.13, 0.62)  0.104
H (-3.88, 5.40, 1.72)  0.117
C (-0.29, 0.95, -0.15)  -0.162
C (-0.96, -0.27, -0.72)  -0.186
C (0.19, -1.22, -0.99)  -0.199
O (1.24, -0.32, -1.30)  -0.149
C (0.90, 1.03, -1.05)  -0.209
H (0.15, 0.74, 0.83)  0.091
H (-0.94, 1.82, -0.14)  0.117
H (-1.59, -0.02, -1.57)  0.103
H (-1.62, -0.65, 0.05)  0.072
H (-0.06, -1.69, -1.94)  0.110
H (0.39, -1.89, -0.15)  0.069
H (0.57, 1.57, -1.94)  0.098
H (1.77, 1.52, -0.62)  0.120

The calculation puts the LUMO energy at 0.44 eV. For the orbital gap, the calculation gives 9.48 eV. The HOMO energy comes out at -0.3325 Eh. The value obtained for the maximum force is 4.281 eV/A. Its charge is 0.


Computed, not measured: a 9-piece molecular cluster, C27H74F3N10O11S overall at a distorted geometry, with ωB97M-V/def2-TZVPD.

Last column: Löwdin charge in e.
Cartesian coordinates (Å):
C (-1.91, 0.29, 0.02)  -0.554
F (-1.47, 1.47, -0.28)  0.161
F (-3.24, 0.42, 0.33)  0.102
F (-1.58, -0.48, -1.09)  0.084
S (-0.93, -0.40, 1.57)  0.567
O (-0.82, -1.89, 1.47)  -0.337
O (0.37, 0.26, 1.56)  -0.325
O (-1.72, -0.01, 2.72)  -0.371
C (-1.20, 0.32, 6.38)  -0.850
O (-0.82, 0.74, 7.44)  0.079
N (-0.55, -0.26, 5.45)  0.201
N (-2.36, 0.59, 5.94)  0.166
H (0.44, -0.35, 5.66)  0.135
H (-0.93, -0.26, 4.52)  0.068
H (-2.84, 0.39, 5.07)  0.058
H (-2.73, 1.36, 6.47)  0.132
C (2.62, 1.90, -0.28)  -0.708
O (3.25, 2.46, -1.22)  -0.029
N (2.72, 0.62, -0.10)  0.181
N (1.75, 2.53, 0.51)  0.175
H (2.13, 0.13, 0.56)  0.050
H (3.04, 0.08, -0.88)  0.051
H (1.61, 3.53, 0.51)  0.107
H (1.32, 1.94, 1.21)  0.060
C (6.39, -1.57, -3.62)  -0.055
C (5.14, -0.83, -3.00)  -0.381
C (4.03, -1.81, -2.56)  -0.207
O (2.93, -1.03, -2.14)  -0.220
C (1.82, -1.85, -1.64)  -0.061
N (5.60, -0.07, -1.81)  0.063
H (7.01, -2.07, -2.88)  0.063
H (7.06, -0.84, -4.09)  0.069
H (6.08, -2.31, -4.36)  0.069
H (4.77, -0.20, -3.81)  0.131
H (4.50, -2.47, -1.83)  0.113
H (3.71, -2.43, -3.40)  0.124
H (1.00, -1.21, -1.30)  0.076
H (2.13, -2.60, -0.91)  0.081
H (1.47, -2.38, -2.52)  0.084
H (6.42, 0.46, -2.05)  0.075
H (4.88, 0.58, -1.52)  0.038
C (-0.05, 3.73, -7.20)  -0.073
C (-1.14, 4.12, -6.24)  -0.446
C (-0.60, 4.44, -4.82)  -0.162
O (-0.14, 3.23, -4.19)  -0.183
C (0.30, 3.26, -2.92)  -0.140
N (-1.76, 5.27, -6.86)  0.005
H (-0.51, 3.36, -8.12)  0.077
H (0.65, 3.00, -6.79)  0.078
H (0.64, 4.56, -7.36)  0.083
H (-1.96, 3.40, -6.33)  0.133
H (-1.34, 5.03, -4.29)  0.111
H (0.21, 5.17, -4.88)  0.124
H (-0.56, 3.17, -2.26)  0.065
H (0.85, 4.19, -2.77)  0.097
H (0.92, 2.38, -2.78)  0.091
H (-2.00, 5.01, -7.80)  0.067
H (-2.63, 5.55, -6.42)  0.068
C (-6.00, -1.45, 4.44)  -0.032
C (-4.47, -1.22, 4.26)  -0.344
C (-3.80, -2.52, 3.62)  -0.054
O (-4.18, -3.67, 4.45)  -0.099
C (-3.47, -3.69, 5.67)  -0.053
N (-4.42, -0.10, 3.38)  0.237
H (-6.75, -1.48, 3.65)  0.099
H (-6.34, -0.76, 5.20)  0.093
H (-6.17, -2.38, 4.98)  0.082
H (-4.08, -1.00, 5.25)  0.125
H (-2.71, -2.47, 3.60)  0.123
H (-4.12, -2.68, 2.59)  0.142
H (-3.81, -2.89, 6.32)  0.100
H (-2.39, -3.57, 5.55)  0.107
H (-3.66, -4.64, 6.18)  0.109
H (-5.11, -0.39, 2.70)  0.121
H (-3.55, -0.05, 2.88)  0.055
C (6.67, -1.57, 2.87)  -0.049
C (6.10, -2.48, 1.74)  -0.406
C (4.66, -1.99, 1.39)  -0.200
O (3.87, -2.27, 2.55)  -0.184
C (2.52, -1.99, 2.30)  -0.115
N (6.88, -2.53, 0.52)  0.033
H (5.91, -1.35, 3.62)  0.070
H (7.11, -0.63, 2.51)  0.073
H (7.47, -2.11, 3.37)  0.067
H (5.94, -3.48, 2.14)  0.134
H (4.24, -2.52, 0.54)  0.102
H (4.66, -0.92, 1.17)  0.116
H (1.85, -2.10, 3.15)  0.087
H (2.18, -2.62, 1.47)  0.079
H (2.37, -0.96, 1.97)  0.047
H (6.52, -3.20, -0.14)  0.058
H (6.82, -1.67, -0.01)  0.042
C (-2.79, 5.12, -0.73)  -0.068
C (-2.52, 5.93, 0.52)  -0.457
C (-1.75, 5.09, 1.57)  -0.147
O (-2.58, 4.06, 2.20)  -0.195
C (-1.88, 3.12, 2.95)  -0.127
N (-1.73, 6.99, 0.06)  0.025
H (-1.85, 4.74, -1.14)  0.064
H (-3.29, 5.65, -1.54)  0.077
H (-3.51, 4.34, -0.48)  0.076
H (-3.39, 6.30, 1.06)  0.144
H (-1.33, 5.63, 2.41)  0.124
H (-0.88, 4.61, 1.13)  0.109
H (-1.26, 3.58, 3.73)  0.097
H (-1.37, 2.47, 2.25)  0.062
H (-2.56, 2.50, 3.53)  0.066
H (-0.87, 6.56, -0.27)  0.075
H (-2.15, 7.40, -0.75)  0.078
C (-3.04, -3.92, -0.82)  -0.063
C (-1.71, -4.48, -1.35)  -0.425
C (-1.67, -4.55, -2.90)  -0.126
O (-2.55, -5.67, -3.40)  -0.196
C (-2.87, -5.64, -4.79)  -0.126
N (-0.56, -3.73, -0.88)  0.052
H (-3.75, -4.71, -1.04)  0.072
H (-3.44, -3.03, -1.30)  0.072
H (-3.00, -3.74, 0.26)  0.056
H (-1.65, -5.51, -1.00)  0.133
H (-0.61, -4.64, -3.16)  0.117
H (-2.08, -3.58, -3.20)  0.116
H (-3.61, -6.42, -5.00)  0.081
H (-1.97, -5.82, -5.38)  0.080
H (-3.33, -4.74, -5.20)  0.077
H (-0.68, -3.31, 0.03)  0.023
H (-0.45, -2.87, -1.40)  0.031

The calculation puts the LUMO energy (spin up / spin down) at -0.37 / -6.20 eV. For the orbital gap (spin up / spin down), the calculation gives 8.01 / 2.19 eV. The HOMO energy (spin up / spin down) comes out at -0.3082 / -0.3082 Eh. The value obtained for the maximum force is 8.266 eV/A. As for the spin multiplicity: 2. Its charge is 0.